{"formula": "C14H48N2O9", "method": "ωB97M-V with the def2-TZVPD basis set", "homo_lumo_gap_ev": 7.8, "de_lowest_kcal_mol": 466.4, "species": ["O", "H", "H", "O", "H", "H", "O", "H", "H", "O", "H", "H", "C", "C", "C", "O", "C", "N", "H", "H", "H", "H", "H", "H", "H", "H", "H", "H", "H", "C", "C", "C", "O", "C", "N", "H", "H", "H", "H", "H", "H", "H", "H", "H", "H", "H", "C", "C", "O", "H", "H", "H", "H", "H", "H", "C", "C", "O", "H", "H", "H", "H", "H", "H", "C", "C", "O", "H", "H", "H", "H", "H", "H"], "xyz": [[-0.661785, 1.749030, 1.657086], [-0.495385, 2.198680, 0.828616], [0.192005, 1.717380, 2.088676], [0.333605, 2.443670, -0.071814], [0.372525, 2.596120, -1.015994], [0.709895, 3.234410, 0.314666], [0.513675, 0.217230, -0.498924], [0.595565, 1.136040, -0.243374], [-0.373295, 0.144280, -0.851334], [-0.774285, -0.503140, -1.990944], [-1.666875, -0.848810, -1.986184], [-0.215865, -1.280570, -1.994114], [-5.113535, -0.510450, 2.738046], [-5.124245, -0.334410, 1.189066], [-3.803635, -0.692630, 0.425096], [-2.699755, 0.063440, 0.908866], [-1.374975, -0.431040, 0.588026], [-6.309295, -1.074320, 0.680486], [-5.148505, -1.574880, 2.970166], [-5.927265, 0.011150, 3.241886], [-4.134505, -0.176750, 3.081926], [-5.410475, 0.703610, 1.019706], [-3.911265, -0.626840, -0.657574], [-3.506985, -1.732700, 0.560576], [-1.261895, -0.796220, -0.432734], [-1.010825, -1.222520, 1.243046], [-0.724585, 0.431270, 0.734756], [-6.376575, -1.113610, -0.326504], [-6.163365, -2.038090, 0.944956], [0.778875, -3.763820, -1.157204], [0.255255, -2.394190, -0.782504], [0.584455, -1.994480, 0.660396], [-0.225495, -2.785450, 1.529786], [-0.032195, -2.484150, 2.891656], [0.845545, -1.463600, -1.775024], [1.863245, -3.690280, -1.074504], [0.644615, -3.997370, -2.213394], [0.491715, -4.536480, -0.444024], [-0.830395, -2.299020, -0.802694], [0.454065, -0.931790, 0.864796], [1.607325, -2.289080, 0.895046], [-0.503025, -3.164900, 3.600876], [-0.324205, -1.454090, 3.096146], [1.034545, -2.549890, 3.105756], [0.714055, -0.488280, -1.547954], [1.847765, -1.586590, -1.798254], [2.113525, 0.826050, 1.231446], [2.489305, 1.875970, 2.240716], [1.235705, 2.215300, 2.818406], [3.046495, 0.420340, 0.840216], [1.438395, 1.239810, 0.482386], [1.578055, 0.026610, 1.743556], [2.896665, 2.750270, 1.733006], [3.211515, 1.541960, 2.985676], [1.438265, 2.747150, 3.591516], [3.758745, 1.560090, -1.461444], [3.043745, 0.207640, -1.326284], [3.918405, -0.807990, -0.825264], [4.573485, 1.406110, -2.168964], [4.161585, 1.966720, -0.533834], [3.065295, 2.321670, -1.818134], [2.505035, -0.056450, -2.236304], [2.246325, 0.441380, -0.620884], [3.673775, -1.684590, -1.130734], [1.774825, 2.367380, -3.504014], [0.814445, 1.995620, -2.398604], [0.248845, 3.163440, -1.850994], [1.241335, 2.853380, -4.320894], [2.343295, 1.494250, -3.824294], [2.466915, 3.087780, -3.067984], [1.388915, 1.533500, -1.595784], [0.038275, 1.294650, -2.705684], [-0.445405, 3.396110, -2.471874]], "atomic_forces_ev_per_a": [[-3.4398, -0.4105, 3.3943], [-1.5379, -0.1305, 1.0289], [-1.0610, 0.0627, 0.1546], [2.6981, 1.8100, 5.1989], [-1.2245, -0.5054, 3.3526], [0.1660, 0.2141, 0.3674], [1.9001, 3.0206, 1.6049], [-1.3613, -0.3630, -0.2255], [-0.4655, 0.6226, -0.1598], [-12.0063, 4.3949, -5.5303], [-0.9462, 0.6447, -0.6463], [-1.9301, -1.6983, -3.5834], [1.1381, -0.3585, -1.1972], [-0.8218, 0.0956, -0.1470], [0.8215, -0.1691, 1.4491], [-0.5878, 0.0111, -0.4403], [-3.0576, -0.0311, 1.4636], [0.5627, -0.4030, 0.3820], [-0.2113, -0.1431, 0.0947], [0.0843, -0.0203, -0.2309], [-0.1181, 0.2842, 0.2339], [0.6218, 0.2669, -0.2113], [-0.3806, 0.5830, -0.3918], [-0.5299, -0.6424, 0.3812], [-1.8825, -0.0397, 2.0827], [-2.2182, 0.8044, 0.1639], [-1.9431, -1.1922, 0.7319], [0.1815, 0.4040, -0.2742], [-0.2228, -0.3708, 0.1583], [0.6909, 0.0598, 0.4325], [1.1818, -0.3049, 1.1536], [1.3182, -1.8405, 0.9175], [-0.4031, -1.2766, 0.0737], [1.0850, 0.4194, -0.0504], [9.4865, -7.2019, 0.0281], [0.3115, -0.0902, 0.1846], [-0.6223, -0.2022, 0.1733], [-0.3411, -0.0806, -0.3495], [0.2055, -0.9111, -0.3657], [0.7110, -1.4042, -0.0956], [0.6183, 0.1191, -0.1696], [-0.4745, -0.1280, -0.6037], [-0.2599, 0.1713, 0.1803], [0.3553, 0.0425, 0.1578], [2.9576, -0.3956, 0.3224], [-0.1792, -1.0767, -0.2774], [1.7760, 0.1915, 1.8452], [-0.3401, -0.2799, -0.5728], [3.0624, 1.3614, 2.4326], [-0.2719, -0.1129, 0.2951], [3.1819, 0.0987, 2.9544], [0.2615, 0.1491, 0.0995], [0.2517, 0.2378, -0.0333], [-0.0296, -0.1312, 0.0955], [-0.5476, 0.1728, 0.2569], [0.6002, -0.7615, -0.3047], [0.1791, 1.3573, 0.3277], [0.1531, 0.5611, -0.2295], [0.1761, 0.5409, -0.0660], [0.1191, -0.4915, 0.2256], [0.7075, -0.4736, 0.3300], [0.9043, 0.0288, -0.4413], [1.2795, -1.3164, -1.0481], [-0.1440, 0.0311, -0.0394], [-0.4679, 0.3526, -0.1165], [2.1425, -1.3221, -3.3808], [-0.9903, 5.8934, -11.3027], [0.1232, -0.1954, -0.2607], [-0.1040, 0.1400, -0.2656], [-0.0974, 0.1731, -0.6476], [-0.3771, 0.5140, -1.1880], [0.0730, 0.1732, -0.0367], [-0.4907, 0.4672, 0.1542]]}